<a>
DFT (wB97M-V/def2-TZVPD) results for an isolated ion of composition C4H10ClN2 and charge +1.

The geometry in XYZ format:
```
17
Properties=species:S:1:pos:R:3:lowdin_charge:R:1
C 1.750 -1.083 0.079 0.00
N 0.350 -1.190 -0.492 0.06
C -0.669 -0.638 0.306 -0.27
C -0.958 0.759 0.440 -0.47
C -0.191 1.757 -0.166 -0.06
N -1.807 0.090 -0.480 -0.40
Cl -3.358 -0.394 0.020 0.70
H 2.008 -1.754 0.891 0.10
H 2.582 -1.205 -0.762 0.15
H 1.997 -0.020 0.419 0.12
H 0.359 -2.178 -0.844 0.22
H 0.360 -0.488 -1.284 0.19
H -1.108 -1.156 1.108 0.14
H -1.368 1.097 1.412 0.17
H 0.282 1.540 -1.063 0.06
H 0.643 2.172 0.524 0.13
H -0.873 2.691 -0.109 0.15
```

Calculated values
net charge	+1
Kohn-Sham gap	0.38414	Eh
HOMO level	-14.008	eV
SMILES string	C[NH2+][C@H]1[C@@H](C)N1Cl
lowest unoccupied orbital energy	-3.55	eV

***

<b>
DFT (wB97M-V/def2-TZVPD) results for an isolated ion of composition C4H10ClN2 and charge +1.

The geometry in XYZ format:
```
17
Properties=species:S:1:pos:R:3:lowdin_charge:R:1
C -1.568 -0.694 -1.161 -0.07
N -0.519 0.077 -0.579 -0.24
C 0.764 -0.548 -0.608 -0.18
N 1.610 0.068 0.436 0.05
C 0.762 1.321 0.826 -0.06
C -0.606 0.647 0.700 -0.37
Cl -0.485 -0.934 1.998 0.53
H -2.462 -0.072 -1.082 0.10
H -1.673 -1.065 -2.196 0.12
H -1.859 -1.642 -0.699 0.09
H 0.541 -1.648 -0.463 0.15
H 1.228 -0.293 -1.613 0.17
H 2.530 0.424 0.188 0.18
H 1.457 -0.501 1.359 0.11
H 0.872 2.195 0.188 0.15
H 0.946 1.498 1.884 0.13
H -1.537 1.165 0.823 0.14
```

Calculated values
net charge	+1
Kohn-Sham gap	0.38389	Eh
HOMO level	-13.956	eV
SMILES string	CN1C[NH2+]C[C@@H]1Cl
lowest unoccupied orbital energy	-3.51	eV

***

Among the structures above, stability is smallest for <a>.